1.
Density functional theory data (the ωB97M-V functional and the def2-TZVPD basis) for a molecular structure, C46H61BaN5O6S5Te in a non-equilibrium geometry.

Net charge: -2
Spin multiplicity: 1
Relative energy (zero: lowest compared OMol25 entry of this formula, charge and spin) in kcal per mole: 48.0
Energy in eV: -130597.0968
Molar mass in g mol⁻¹: 1205.3

```
125
C46H61BaN5O6S5Te, DFT the ωB97M-V functional and the def2-TZVPD basis
Ba 1.070 0.859 -1.260
C -2.656 -1.211 3.010
C -3.311 -1.237 1.623
S -2.964 0.140 0.508
C -3.630 1.524 1.475
C -2.654 2.700 1.571
S -1.013 2.334 2.234
C -1.405 1.699 3.875
C -0.689 0.382 4.193
S -0.868 -0.946 2.984
H -2.847 -2.169 3.499
H -3.101 -0.433 3.632
H -4.392 -1.331 1.743
H -2.954 -2.103 1.058
H -3.909 1.153 2.466
H -4.544 1.878 0.990
H -3.103 3.521 2.135
H -2.435 3.056 0.565
H -2.489 1.581 3.939
H -1.109 2.445 4.615
H -0.992 0.027 5.180
H 0.391 0.544 4.210
C 2.225 -4.160 -1.173
C 3.546 -3.493 -1.456
C 4.446 -4.133 -2.311
C 5.661 -3.566 -2.664
C 5.987 -2.318 -2.151
C 5.117 -1.647 -1.300
C 5.490 -0.285 -0.763
C 3.873 -2.223 -0.938
N 3.080 -1.393 -0.116
C 2.625 -1.702 1.064
O 2.519 -2.824 1.659
C 2.409 -0.437 1.920
C 2.666 -0.519 3.276
C 2.910 0.660 3.974
C 2.892 1.869 3.297
C 2.527 1.871 1.955
N 2.263 0.740 1.296
C 2.582 3.193 1.181
O 3.295 4.080 1.690
N 1.887 3.213 0.039
C 1.835 4.446 -0.668
C 2.223 4.448 -2.026
C 2.694 3.173 -2.701
C 2.149 5.620 -2.772
C 1.717 6.810 -2.201
C 1.342 6.813 -0.864
C 1.375 5.652 -0.087
C 0.864 5.714 1.329
H 2.201 -5.159 -1.620
H 1.403 -3.574 -1.589
H 2.060 -4.238 -0.099
H 4.169 -5.103 -2.720
H 6.335 -4.080 -3.341
H 6.932 -1.848 -2.421
H 6.439 0.051 -1.190
H 5.578 -0.297 0.328
H 4.718 0.449 -0.982
H 2.730 -1.500 3.730
H 3.161 0.628 5.029
H 3.165 2.808 3.754
H 3.304 2.555 -2.039
H 3.261 3.406 -3.604
H 1.828 2.590 -3.057
H 2.439 5.594 -3.821
H 1.662 7.716 -2.793
H 0.997 7.735 -0.402
H 1.691 5.693 2.042
H 0.235 4.851 1.558
H 0.276 6.625 1.478
O 0.437 1.694 -4.274
S 0.195 0.339 -3.770
O -0.385 -0.554 -4.743
O -0.730 0.465 -2.559
O 1.485 -0.179 -3.209
C -1.789 4.980 -1.503
Te -1.122 2.978 -1.987
C -2.126 3.314 -3.840
C -2.533 4.774 -3.899
C -3.054 5.323 -5.073
C -3.437 6.654 -5.132
C -3.305 7.461 -4.002
C -2.784 6.922 -2.832
C -2.386 5.581 -2.767
H -0.951 5.583 -1.152
H -2.534 4.959 -0.705
H -2.990 2.655 -3.919
H -1.427 3.040 -4.628
H -3.152 4.692 -5.952
H -3.833 7.063 -6.052
H -3.598 8.502 -4.037
H -2.675 7.543 -1.948
C -4.626 -5.040 2.039
C -5.054 -4.913 0.572
C -3.991 -5.276 -0.479
C -2.872 -4.263 -0.690
N -1.951 -4.246 0.452
C -0.882 -3.366 0.515
S -0.711 -2.091 -0.530
N -0.012 -3.617 1.506
C -0.282 -4.350 2.733
C 0.699 -5.508 2.933
C 0.303 -6.790 2.190
C 0.745 -6.788 0.719
H -5.457 -4.800 2.710
H -3.798 -4.370 2.270
H -4.303 -6.066 2.262
H -5.380 -3.882 0.383
H -5.922 -5.557 0.410
H -4.491 -5.386 -1.446
H -3.556 -6.259 -0.234
H -3.288 -3.264 -0.818
H -2.326 -4.480 -1.610
H -1.698 -5.175 0.756
H 0.840 -3.040 1.523
H -1.307 -4.718 2.711
H -0.208 -3.654 3.572
H 0.789 -5.704 4.007
H 1.684 -5.173 2.585
H -0.787 -6.920 2.254
H 0.740 -7.657 2.694
H 0.453 -5.865 0.206
H 0.326 -7.637 0.168
H 1.836 -6.847 0.648
```


2.
Density functional theory data (the ωB97M-V functional and the def2-TZVPD basis) for 10 unconnected molecules or ions with the total composition C46H61F9N2O33P in a non-equilibrium geometry.

Net charge: +1
Spin multiplicity: 1
Relative energy (zero: lowest compared OMol25 entry of this formula, charge and spin) in kcal per mole: 0.0
Energy in eV: -152983.0391
Molar mass in g mol⁻¹: 1371.9

```
152
C46H61F9N2O33P, DFT the ωB97M-V functional and the def2-TZVPD basis
C -4.978 2.558 2.359
C -5.435 1.281 1.643
C -4.843 1.111 0.233
C -4.715 -0.358 -0.208
C -3.275 -0.826 -0.456
C -2.726 -1.738 0.675
C -1.231 -1.644 0.732
C -0.458 -2.740 0.333
C -0.970 -4.072 -0.096
C -1.124 -5.086 1.056
C 0.071 -5.105 2.015
C -2.385 -4.876 1.892
N 0.874 -2.614 0.319
C 1.540 -1.517 0.669
C 0.844 -0.412 1.080
O 1.528 0.708 1.366
C 2.072 0.877 2.693
C 3.355 0.100 2.916
C 4.345 0.328 1.786
O 3.895 0.607 4.137
C -0.555 -0.489 1.121
C -1.284 0.747 1.577
O -0.941 1.841 1.288
O -2.445 0.556 2.309
P -2.471 0.005 3.811
N -3.781 -0.732 4.119
O -1.187 -0.922 3.857
O -2.053 1.232 4.732
H -4.894 2.359 3.430
H -3.977 2.833 2.027
H -5.650 3.390 2.197
H -6.520 1.292 1.561
H -5.138 0.415 2.234
H -3.889 1.636 0.151
H -5.523 1.619 -0.450
H -5.243 -1.013 0.483
H -5.236 -0.456 -1.161
H -2.630 0.050 -0.534
H -3.203 -1.396 -1.380
H -3.192 -1.472 1.618
H -3.035 -2.752 0.453
H -1.907 -3.977 -0.633
H -0.192 -4.484 -0.735
H -1.199 -6.076 0.612
H 1.020 -4.965 1.507
H -0.044 -4.297 2.744
H 0.088 -6.028 2.587
H -3.295 -4.901 1.295
H -2.334 -3.934 2.442
H -2.456 -5.666 2.637
H 1.413 -3.425 0.020
H 2.616 -1.521 0.607
H 2.315 1.935 2.739
H 1.337 0.668 3.473
H 3.172 -0.968 3.058
H 3.936 0.968 1.005
H 5.290 0.728 2.135
H 4.568 -0.632 1.319
H 3.640 0.005 4.849
H -4.323 -0.377 4.893
H -1.389 -1.671 4.435
H -2.853 1.645 5.088
C 6.308 4.087 1.035
C 5.408 4.168 -0.186
O 5.942 3.165 -1.037
C 6.552 2.235 -0.246
O 6.837 1.135 -0.578
O 6.702 2.714 1.001
F 5.465 5.369 -0.801
H 7.192 4.718 0.943
H 5.785 4.324 1.957
H 4.363 3.926 0.015
C 0.295 0.192 7.061
C 1.082 0.613 8.287
O 2.207 -0.253 8.227
C 2.417 -0.573 6.934
O 3.413 -1.061 6.504
O 1.339 -0.246 6.180
F 0.404 0.390 9.430
H -0.362 -0.647 7.294
H -0.277 0.998 6.609
H 1.429 1.647 8.274
C -3.550 5.529 -0.774
C -4.514 5.901 -1.878
O -5.551 4.945 -1.706
C -5.570 4.583 -0.396
O -6.457 3.997 0.128
O -4.439 4.994 0.220
F -3.972 5.753 -3.109
H -2.861 4.750 -1.102
H -3.005 6.382 -0.382
H -4.934 6.904 -1.795
C 3.388 -5.692 -2.606
C 3.637 -4.997 -1.283
O 2.368 -5.128 -0.642
C 1.767 -6.264 -1.136
O 0.824 -6.771 -0.627
O 2.398 -6.675 -2.241
F 3.916 -3.687 -1.418
H 2.965 -5.005 -3.338
H 4.269 -6.172 -3.019
H 4.401 -5.460 -0.657
C -3.266 -6.948 -4.023
C -2.039 -6.247 -3.476
O -2.614 -5.152 -2.780
C -3.860 -5.531 -2.371
O -4.485 -4.951 -1.548
O -4.247 -6.643 -3.021
F -1.226 -5.776 -4.449
H -3.571 -6.520 -4.979
H -3.147 -8.022 -4.125
H -1.446 -6.845 -2.781
C 3.809 0.400 -2.320
C 2.601 1.042 -1.674
O 1.616 0.030 -1.791
C 2.265 -1.169 -1.816
O 1.733 -2.218 -1.646
O 3.580 -0.992 -2.033
F 2.183 2.151 -2.328
H 3.823 0.547 -3.399
H 4.754 0.732 -1.898
H 2.727 1.291 -0.616
C -5.263 9.352 1.723
C -3.978 9.540 2.506
O -3.052 8.779 1.742
C -3.488 8.767 0.460
O -2.835 8.425 -0.473
O -4.767 9.185 0.387
F -4.054 9.030 3.753
H -5.782 8.445 2.035
H -5.939 10.199 1.779
H -3.626 10.571 2.566
C 2.530 3.823 -6.373
C 1.292 3.204 -6.991
O 1.611 1.820 -6.965
C 2.466 1.613 -5.938
O 2.735 0.546 -5.486
O 2.968 2.781 -5.491
F 1.101 3.597 -8.267
H 3.294 4.007 -7.129
H 2.334 4.737 -5.820
H 0.371 3.367 -6.428
C 3.417 -2.883 -5.045
C 4.901 -2.927 -4.739
O 5.257 -4.230 -5.154
C 4.389 -4.606 -6.140
O 4.551 -5.525 -6.865
O 3.325 -3.770 -6.165
F 5.151 -2.792 -3.415
H 2.838 -3.284 -4.211
H 3.053 -1.893 -5.305
H 5.498 -2.197 -5.289
```


3.
Density functional theory data (the ωB97M-V functional and the def2-TZVPD basis) for a molecular structure, C46H62NO2TeTi.

⟨S²⟩: 2.0287
Net charge: +1
Spin multiplicity: 3
Relative energy (zero: lowest compared OMol25 entry of this formula, charge and spin) in kcal per mole: 2.9
Energy in eV: -84700.7792
Molar mass in g mol⁻¹: 836.5

```
113
C46H62NO2TeTi, DFT the ωB97M-V functional and the def2-TZVPD basis
Ti -2.056 -0.460 0.488
C -3.103 -4.635 -0.687
C -2.331 -4.017 0.470
C -0.849 -3.883 0.121
C -2.936 -2.715 0.967
C -3.992 -2.057 0.323
C -4.546 -0.895 0.855
C -4.108 -0.365 2.080
C -4.720 0.879 2.648
C -3.086 -1.046 2.748
C -2.484 -2.169 2.187
H -2.674 -5.606 -0.934
H -3.040 -4.016 -1.584
H -4.155 -4.792 -0.446
H -2.411 -4.695 1.328
H -0.720 -3.308 -0.798
H -0.420 -4.872 -0.042
H -0.272 -3.395 0.909
H -4.343 -2.414 -0.635
H -5.329 -0.384 0.308
H -5.698 0.653 3.078
H -4.872 1.633 1.874
H -4.092 1.311 3.424
H -2.702 -0.647 3.677
H -1.659 -2.644 2.705
C 3.241 0.174 -4.774
C 3.188 -0.956 -3.737
C 3.425 -2.303 -4.433
C 4.307 -0.732 -2.720
C 1.815 -0.973 -3.076
C 1.638 -0.810 -1.733
C 0.326 -0.828 -1.191
N -0.046 -0.621 0.078
C 0.754 -0.313 1.177
C 2.066 -0.740 1.383
C 2.751 -0.312 2.504
C 2.077 0.538 3.385
C 0.757 0.954 3.253
C 0.067 0.493 2.113
O -1.203 0.793 1.810
C 0.200 1.866 4.356
C 0.994 3.179 4.352
C -1.280 2.223 4.215
C 0.362 1.172 5.718
C 4.187 -0.734 2.809
C 4.761 -1.632 1.715
C 5.074 0.513 2.922
C 4.219 -1.504 4.136
C -0.811 -0.959 -2.063
O -1.983 -0.842 -1.500
C -0.634 -1.141 -3.461
C 0.666 -1.153 -3.906
C -1.828 -1.257 -4.406
C -2.707 -2.453 -4.013
C -1.384 -1.459 -5.854
C -2.657 0.034 -4.338
H 4.231 0.212 -5.231
H 3.044 1.143 -4.311
H 2.515 0.028 -5.575
H 4.399 -2.300 -4.926
H 2.671 -2.508 -5.194
H 3.410 -3.124 -3.715
H 5.269 -0.721 -3.233
H 4.341 -1.532 -1.977
H 4.201 0.221 -2.198
H 2.478 -0.624 -1.088
H 2.517 -1.439 0.699
H 2.624 0.886 4.252
H 0.892 3.692 3.393
H 2.057 3.013 4.530
H 0.626 3.844 5.135
H -1.482 2.770 3.299
H -1.566 2.850 5.062
H -1.912 1.335 4.223
H 1.403 0.957 5.955
H -0.186 0.227 5.739
H -0.032 1.810 6.511
H 4.784 -1.129 0.745
H 4.196 -2.561 1.609
H 5.788 -1.902 1.966
H 5.056 1.091 1.997
H 6.106 0.222 3.123
H 4.751 1.166 3.733
H 3.605 -2.405 4.081
H 3.848 -0.896 4.962
H 5.241 -1.802 4.376
H 0.844 -1.286 -4.963
H -2.136 -3.384 -4.046
H -3.538 -2.545 -4.714
H -3.114 -2.327 -3.012
H -0.782 -2.361 -5.978
H -0.814 -0.609 -6.233
H -2.267 -1.564 -6.485
H -3.065 0.196 -3.340
H -3.494 -0.027 -5.037
H -2.053 0.901 -4.617
C -1.078 2.420 -1.385
Te -3.051 1.918 -0.735
C -2.745 3.507 0.647
C -1.735 4.407 -0.021
C -1.593 5.739 0.346
C -0.646 6.536 -0.276
C 0.164 6.007 -1.271
C 0.026 4.679 -1.643
C -0.922 3.875 -1.021
H -0.984 2.223 -2.451
H -0.373 1.796 -0.838
H -2.350 3.057 1.556
H -3.683 4.015 0.860
H -2.232 6.154 1.116
H -0.545 7.576 0.007
H 0.896 6.632 -1.764
H 0.651 4.265 -2.424
```


Among the records above, which one has the lowest molar mass?
C46H62NO2TeTi


Which of these has the highest molar mass?
C46H61F9N2O33P


The highest molar mass belongs to which entry?
C46H61F9N2O33P